{"formula": "C4H10FN2", "method": "wB97M-V/def2-TZVPD", "symbols": ["C", "C", "C", "C", "N", "N", "F", "H", "H", "H", "H", "H", "H", "H", "H", "H", "H"], "xyz": [[0.4356, 0.7266, 0.1434], [-2.2405, -1.2004, -0.0941], [2.5316, -0.4497, -0.1938], [-1.8501, 0.1418, 0.3694], [0.7093, 1.9923, -0.0329], [1.0895, -0.3717, -0.0720], [-2.3537, 1.1997, -0.2082], [-2.5329, -1.4141, -1.1451], [-3.2712, -1.3870, 0.4142], [-1.6031, -1.8981, 0.3508], [2.8916, -1.3081, 0.3064], [3.1036, 0.4611, 0.1579], [2.7033, -0.5326, -1.2828], [-1.8551, 0.3044, 1.3982], [0.0133, 2.6756, 0.1942], [1.6404, 2.2849, -0.2888], [0.5883, -1.2247, -0.0169]], "charge": 1, "fmax_ev_per_a": 5.3, "e_above_lowest_kcal_mol": 41.4, "homo_ev": -13.8, "total_energy_ev": -9998.719}